No. 1
# C6H7N3OS

C6H7N3OS in the gas phase at a distorted geometry (wB97M-V/def2-TZVPD, the OMol25 dataset).

SMILES ... [H]/N=C1/CS[C@@H]2C(=O)N=C(C)N12
Relative energy (zero: lowest compared OMol25 entry of this formula, charge and spin) ... 22.4 kcal per mole
Gap between HOMO and LUMO ... 9.4 eV
M ... 169.2 g/mol
Net charge ... 0
Strongest force on any atom ... 0.068 Eh/bohr
LUMO ... -0.0029 Ha

Last column: Löwdin charge in e.
Geometry (Å):
H -1.2050 -0.9460 2.2740  0.04
N -0.8985 -1.6687 1.6041  0.14
C -0.4944 -1.2704 0.4521  -0.43
C -0.1856 -2.3789 -0.6114  -0.40
S 1.2163 -1.7457 -1.5539  0.93
C 0.4212 -0.1360 -1.5699  -0.42
C 1.0056 1.2767 -1.7287  -0.49
O 1.6015 1.6618 -2.6855  0.12
N 0.7447 1.9839 -0.5842  0.17
C 0.1923 1.2545 0.3201  -0.29
C -0.1334 1.8226 1.6772  -0.01
N -0.1496 -0.0514 -0.1380  0.00
H 0.2257 -3.3104 -0.1505  0.09
H -1.1337 -2.5149 -1.2371  0.11
H -0.4219 -0.0391 -2.2646  0.13
H -0.7320 1.1161 2.4089  0.09
H -0.8224 2.8275 1.6133  0.15
H 0.7691 2.1184 2.1742  0.06

***

No. 2
# C34H66Br4Cl6O7

11 unconnected molecules or ions with the total composition C34H66Br4Cl6O7 at a distorted geometry (wB97M-V/def2-TZVPD, the OMol25 dataset).

SMILES ... ClC(Cl)Cl.ClC(Cl)Cl.C1CCOC1.C1CCOC1.C1CCOC1.C1CCOC1.C1CCOC1.C1CCOC1.C1CCOC1.BrCCBr.BrCCBr
Gap between HOMO and LUMO ... 9.6 eV
M ... 1119.2 g/mol
Net charge ... 0
Strongest force on any atom ... 0.084 Eh/bohr
LUMO ... 0.0034 Ha

Last column: Löwdin charge in e.
Geometry (Å):
Cl -1.6419 -8.7850 -0.8942  0.57
C -0.5183 -7.5544 -0.5359  -1.54
Cl -1.1407 -6.5020 0.8403  0.44
Cl -0.3190 -6.5285 -1.9583  0.51
H 0.4618 -7.8936 -0.2004  0.02
Cl -7.7234 3.7251 1.4388  0.46
C -6.2434 4.3786 0.5829  -1.53
Cl -5.4379 3.1011 -0.2992  0.52
Cl -5.1117 5.0346 1.7481  0.53
H -6.5632 5.0985 -0.1706  0.02
C 7.0476 0.8809 4.5848  -0.17
C 7.1813 0.7577 3.0438  -0.15
C 5.9362 1.5550 2.6021  -0.24
O 6.0000 2.5662 3.5064  -0.15
C 6.7801 2.3353 4.6740  -0.21
H 7.9155 0.6210 5.1908  0.11
H 6.2230 0.3291 5.0360  0.12
H 7.0667 -0.2679 2.6931  0.10
H 8.1293 1.0001 2.5636  0.11
H 5.0018 1.0016 2.6958  0.12
H 6.0882 1.9021 1.5801  0.12
H 6.2140 2.4898 5.5925  0.12
H 7.6488 2.9475 4.4315  0.13
C -6.1404 -3.4261 5.2687  -0.18
C -4.8120 -3.5071 5.9682  -0.19
C -4.2020 -2.1163 5.8026  -0.21
O -4.8668 -1.5676 4.6728  -0.15
C -5.8861 -2.4302 4.1239  -0.17
H -6.8587 -3.0496 5.9969  0.11
H -6.5308 -4.3736 4.8973  0.11
H -4.1212 -4.1845 5.4663  0.11
H -4.9486 -3.8794 6.9834  0.11
H -3.1301 -2.1689 5.6119  0.11
H -4.3081 -1.5487 6.7272  0.11
H -5.4825 -2.8734 3.2135  0.11
H -6.8142 -1.9076 3.8921  0.11
C 5.0877 -6.3046 4.2505  -0.18
C 5.1642 -4.8036 4.1093  -0.17
C 3.9047 -4.3007 4.7365  -0.23
O 3.0296 -5.4005 4.8197  -0.14
C 3.7815 -6.6046 5.0270  -0.18
H 5.9190 -6.7493 4.7976  0.11
H 5.0404 -6.8584 3.3129  0.10
H 5.1755 -4.5954 3.0394  0.11
H 6.1149 -4.4668 4.5227  0.11
H 3.3779 -3.5129 4.1979  0.12
H 3.9779 -3.8002 5.7020  0.11
H 3.4087 -7.5340 4.5965  0.11
H 3.9234 -6.7035 6.1032  0.11
C -4.2504 2.1450 -8.4649  -0.22
C -3.8339 1.0400 -7.6426  -0.20
C -4.0077 1.6699 -6.2774  -0.22
O -3.4956 2.9544 -6.4478  -0.12
C -3.6375 3.3342 -7.8007  -0.21
H -5.3352 2.2422 -8.4227  0.12
H -4.0054 1.9953 -9.5164  0.12
H -2.7973 0.7392 -7.7947  0.13
H -4.4431 0.1400 -7.7267  0.12
H -3.4474 1.1285 -5.5151  0.12
H -5.0547 1.7671 -5.9906  0.12
H -2.6594 3.4968 -8.2533  0.12
H -4.2226 4.2406 -7.9566  0.12
C -6.1320 -4.5611 -2.2821  -0.19
C -5.8510 -3.1382 -2.5370  -0.20
C -7.1947 -2.6179 -3.0346  -0.21
O -8.1803 -3.5096 -2.5494  -0.12
C -7.5570 -4.4896 -1.7426  -0.21
H -5.5364 -5.0179 -1.4917  0.12
H -6.0708 -5.1169 -3.2177  0.12
H -5.0118 -3.0079 -3.2203  0.11
H -5.6036 -2.6426 -1.5982  0.11
H -7.2270 -2.4497 -4.1111  0.12
H -7.3347 -1.6439 -2.5659  0.11
H -7.9964 -5.4779 -1.8779  0.12
H -7.6180 -4.1885 -0.6968  0.12
C -0.6157 -0.4272 0.6661  -0.19
C 0.5002 -0.6207 -0.3252  -0.16
C 0.6652 0.8638 -0.9339  -0.16
O 0.1963 1.7190 0.1150  -0.13
C -0.3584 0.9663 1.1943  -0.22
H -0.7572 -1.2329 1.3865  0.12
H -1.5468 -0.3192 0.1097  0.11
H 0.2653 -1.4135 -1.0355  0.10
H 1.4661 -0.9061 0.0914  0.10
H 0.1025 0.9529 -1.8631  0.11
H 1.7216 1.0065 -1.1612  0.10
H -1.2452 1.3954 1.6609  0.12
H 0.2957 0.8765 2.0616  0.11
C 6.4418 3.2166 -5.9111  -0.20
C 7.7138 2.7173 -6.4730  -0.20
C 7.4634 1.2209 -6.5758  -0.20
O 6.0692 1.0913 -6.7828  -0.12
C 5.4341 2.3405 -6.6521  -0.22
H 6.3453 4.2898 -6.0756  0.12
H 6.3418 2.9768 -4.8525  0.12
H 8.5403 3.0118 -5.8263  0.11
H 7.9284 3.1518 -7.4494  0.12
H 7.7806 0.7444 -5.6482  0.12
H 8.0109 0.7840 -7.4109  0.12
H 4.5411 2.4189 -6.0320  0.12
H 5.2448 2.8008 -7.6218  0.12
Br 1.2521 8.0578 -3.6495  0.51
C -0.1672 6.8460 -2.7969  -0.61
C -0.1920 7.0780 -1.2853  -0.66
Br -1.0738 8.8116 -1.0068  0.58
H 0.0877 5.8103 -3.0219  0.06
H -1.1125 7.1675 -3.2342  0.03
H 0.8270 7.2244 -0.9270  0.04
H -0.7059 6.3607 -0.6455  0.06
Br 0.6845 6.6292 5.2027  0.58
C 1.4041 4.8808 5.7524  -0.72
C 0.6047 4.2228 6.8456  -0.64
Br 1.3606 2.3928 7.1201  0.57
H 2.4393 5.1017 6.0123  0.05
H 1.5902 4.3909 4.7966  0.05
H -0.4315 4.0825 6.5380  0.05
H 0.5932 4.7611 7.7933  0.06

***

No. 3
# C4H8N2S2

C4H8N2S2 in the gas phase at a distorted geometry (wB97M-V/def2-TZVPD, the OMol25 dataset).

SMILES ... CSC(=S)NN1CC1
Relative energy (zero: lowest compared OMol25 entry of this formula, charge and spin) ... 48.7 kcal per mole
Gap between HOMO and LUMO ... 9.0 eV
M ... 148.3 g/mol
Net charge ... 0
Strongest force on any atom ... 0.035 Eh/bohr
LUMO ... 0.0264 Ha

Last column: Löwdin charge in e.
Geometry (Å):
C 1.4449 2.9440 0.0048  -0.44
S 0.6439 1.4201 0.5876  0.83
C 0.1143 0.6622 -0.9176  -1.14
S 0.5359 1.3082 -2.3875  0.57
N -0.5955 -0.4786 -0.8204  -0.10
N -1.0918 -0.9600 0.4058  -0.13
C -1.4586 -2.3973 0.4330  -0.10
C -0.2844 -1.9145 1.2064  -0.12
H 2.2549 2.6815 -0.6736  0.01
H 1.8453 3.4140 0.9279  0.04
H 0.6959 3.5913 -0.4909  0.04
H -0.8007 -0.9637 -1.6879  0.13
H -1.2573 -2.8708 -0.5470  0.11
H -2.4038 -2.6548 0.8596  0.09
H -0.3670 -1.6244 2.2444  0.10
H 0.7240 -2.1572 0.8554  0.11

***

No. 4
# C14H13CeN3O4

A molecular structure, C14H13CeN3O4 at a distorted geometry (wB97M-V/def2-TZVPD, the OMol25 dataset).

Relative energy (zero: lowest compared OMol25 entry of this formula, charge and spin) ... 3.4 kcal per mole
Gap between HOMO and LUMO ... 6.6 eV
M ... 427.4 g/mol
Net charge ... +2
Strongest force on any atom ... 0.058 Eh/bohr
LUMO ... -0.3187 Ha

Last column: Löwdin charge in e.
Geometry (Å):
Ce 2.1207 -0.1695 0.1462  1.81
O 3.4818 3.3473 2.0464  0.25
C 2.7308 2.6215 1.5020  -0.33
O 3.0423 1.2342 1.1582  -0.27
C 1.3657 2.8874 0.8278  -0.12
C 0.6853 4.0943 1.0246  0.06
C -0.5899 4.2849 0.5943  0.06
C -1.1659 3.2942 -0.1826  -0.13
C -2.5002 3.4624 -0.5790  0.03
C -3.0408 2.4675 -1.4169  0.00
C -2.3359 1.2659 -1.6974  -0.02
C -1.0669 1.1025 -1.2145  -0.01
C -0.4344 2.0650 -0.3828  -0.18
N 0.7763 1.8947 0.1318  0.02
H 1.1222 4.9051 1.6173  0.15
H -1.2219 5.1058 0.7011  0.12
H -2.9788 4.4605 -0.4728  0.15
H -4.0615 2.5704 -1.6361  0.10
H -2.8400 0.5451 -2.3749  0.14
H -0.6353 0.1593 -1.4351  0.09
C -0.7037 -4.1019 1.0228  0.03
C 0.3528 -3.1155 0.5738  -0.19
N 0.6169 -2.1321 1.3608  -0.05
O 0.0139 -2.0136 2.5418  0.05
C 1.0797 -3.0448 -0.7258  -0.20
C 1.3770 -4.2494 -1.5705  0.06
N 1.4340 -1.8483 -0.9172  -0.25
O 2.4599 -1.3543 -1.6760  -0.17
H -1.5676 -3.6840 1.5101  0.10
H -0.3431 -4.8160 1.7376  0.11
H -1.0711 -4.6686 0.1889  0.09
H -0.2895 -2.8791 2.8685  0.12
H 0.4504 -4.9172 -1.6877  0.13
H 2.1036 -4.8333 -0.9923  0.12
H 1.6329 -3.9404 -2.5926  0.11

***

No. 5
# C3H3CuO3

A molecular structure, C3H3CuO3 at a distorted geometry (wB97M-V/def2-TZVPD, the OMol25 dataset).

Relative energy (zero: lowest compared OMol25 entry of this formula, charge and spin) ... 0.0 kcal per mole
Gap between HOMO and LUMO (alpha / beta) ... 5.1 / 5.1 eV
M ... 150.6 g/mol
Net charge ... 0
Strongest force on any atom ... 0.065 Eh/bohr
LUMO (alpha / beta) ... -0.0742 / -0.0742 Ha

Last column: Löwdin charge in e.
Geometry (Å):
C 1.2847 1.2168 1.2721  -0.16
O -0.7517 0.0522 0.4626  -0.09
C 0.2236 -0.0177 -0.3885  -0.72
C 0.1750 0.7299 2.0042  0.00
O 1.3879 0.4214 0.0575  0.00
O 0.1320 -0.7155 -1.4085  0.00
H 1.2021 2.2677 0.9610  0.08
H 0.2780 -0.2367 2.5107  0.09
H -0.4714 1.4756 2.4728  0.08
Cu -2.0531 -1.1864 -1.2314  0.71

***

No. 6
# C4H13BN3O9S

4 unconnected molecules or ions with the total composition C4H13BN3O9S at a distorted geometry (wB97M-V/def2-TZVPD, the OMol25 dataset).

Gap between HOMO and LUMO ... 3.9 eV
M ... 290.0 g/mol
Net charge ... -1
Strongest force on any atom ... 0.022 Eh/bohr
LUMO ... 0.0752 Ha

Last column: Löwdin charge in e.
Geometry (Å):
O 0.3382 0.5233 -1.3745  0.11
B -0.5885 1.0224 -2.2879  -0.94
O -1.9609 0.8933 -1.9293  0.08
O -0.3267 1.5688 -3.4893  -0.12
C 0.9891 2.2407 -3.7297  -0.56
S 0.8646 3.7871 -2.6979  0.53
H 0.8503 -0.2186 -1.7326  0.08
H -2.3095 1.8044 -1.9374  0.10
H 1.7318 1.6228 -3.2096  -0.04
H 1.8715 3.6418 -1.8249  -0.23
C 0.1077 -3.6198 0.4765  0.05
N 1.4473 -2.9881 0.3514  -0.44
O 2.4014 -3.5484 0.8602  0.06
O 1.4910 -1.9309 -0.2422  0.07
H 0.2051 -4.5418 1.0358  0.10
H -0.5312 -2.9143 0.9944  0.06
H -0.2614 -3.7982 -0.5282  0.11
C -3.2194 -0.2466 1.0579  0.06
N -2.6800 -1.5374 1.5488  -0.44
O -2.0093 -1.5364 2.5649  0.05
O -2.9156 -2.5320 0.8870  0.05
H -2.9145 0.5301 1.7480  0.10
H -2.8015 -0.0815 0.0641  0.09
H -4.3001 -0.3456 1.0152  0.10
C 2.2047 1.1734 2.0624  0.04
N 1.9219 2.4659 1.3849  -0.44
O 2.4942 2.6962 0.3449  0.06
O 1.1210 3.2017 1.9357  0.04
H 2.9172 0.6199 1.4645  0.09
H 2.5990 1.4053 3.0473  0.09
H 1.2626 0.6426 2.1394  0.09

***

No. 7
# C2HNOS

C2HNOS in the gas phase at a distorted geometry (wB97M-V/def2-TZVPD, the OMol25 dataset).

Relative energy (zero: lowest compared OMol25 entry of this formula, charge and spin) ... 76.1 kcal per mole
Gap between HOMO and LUMO (alpha / beta) ... 7.8 / 7.8 eV
M ... 87.1 g/mol
Net charge ... 0
Strongest force on any atom ... 0.056 Eh/bohr
LUMO (alpha / beta) ... -0.0798 / -0.0799 Ha

Last column: Löwdin charge in e.
Geometry (Å):
C 1.0332 1.0714 -0.1294  -0.70
C 2.6218 0.5928 -0.3326  -0.36
N 0.4833 -0.0972 -0.2730  0.13
O 0.7395 2.2023 0.0843  0.09
S 3.5516 -0.5830 0.1055  0.85
H 1.0785 -0.8951 -0.3194  0.00

***

No. 8
# C38H38As2Cl2IIrN3O4

A molecular structure, C38H38As2Cl2IIrN3O4 at a distorted geometry (wB97M-V/def2-TZVPD, the OMol25 dataset).

Relative energy (zero: lowest compared OMol25 entry of this formula, charge and spin) ... 71.3 kcal per mole
Multiplicity ... 2
Gap between HOMO and LUMO (alpha / beta) ... 6.2 / 3.9 eV
M ... 1140.6 g/mol
Net charge ... +2
Strongest force on any atom ... 0.069 Eh/bohr
LUMO (alpha / beta) ... -0.2219 / -0.3068 Ha

Last column: Löwdin charge in e.
Geometry (Å):
Ir 0.1469 0.3061 -0.0237  0.80
C 1.0475 -1.4372 -4.4750  -0.01
C -0.1567 -1.9730 -3.7803  -0.26
N -1.0309 -2.6631 -4.4386  0.13
C -2.1710 -3.0891 -3.9199  -0.09
C -2.5853 -2.6850 -2.6640  -0.13
C -3.8981 -3.1867 -2.0837  -0.20
O -4.7962 -2.1389 -1.7851  -0.06
C -1.6948 -1.9136 -1.8780  -0.07
C -2.1612 -1.3719 -0.6472  -0.04
N -1.4940 -0.9819 0.4242  -0.07
C -2.2066 -0.8079 1.6011  -0.33
C -3.4169 -1.5010 1.8036  -0.01
C -4.1558 -1.3663 2.9555  -0.05
C -3.7095 -0.5522 3.9861  -0.06
C -2.5012 0.1072 3.8506  -0.14
C -1.7612 -0.0278 2.6841  -0.52
I 0.1247 0.9606 2.6416  1.28
C -0.3710 -1.6674 -2.3805  -0.30
O 0.5509 -1.1138 -1.7090  -0.25
H 1.0992 -1.8320 -5.4870  0.09
H 1.9491 -1.6912 -3.9189  0.07
H 0.9901 -0.3485 -4.5282  0.08
H -2.7501 -3.7629 -4.5329  0.12
H -3.7007 -3.6975 -1.1327  0.13
H -4.3519 -3.9165 -2.7604  0.13
H -5.3197 -1.9163 -2.5611  0.10
H -3.2417 -1.2440 -0.6365  0.12
H -3.7701 -2.1741 1.0399  0.11
H -5.0844 -1.9077 3.0472  0.12
H -4.2750 -0.4677 4.9002  0.12
H -2.1292 0.7251 4.6556  0.10
C 2.5630 3.3371 -0.7166  -0.25
As 2.3381 1.3980 -0.5541  1.07
C 3.3925 0.7764 -2.0836  -0.24
C 3.5270 0.8468 0.8994  -0.43
C 4.5010 1.7060 1.3964  -0.09
C 5.3569 1.2930 2.4041  -0.05
C 5.2545 0.0113 2.9143  -0.05
C 4.2900 -0.8535 2.4254  -0.09
C 3.4166 -0.4402 1.4294  -0.45
As 2.0429 -1.6782 0.7731  1.18
C 3.1455 -3.0539 -0.1194  -0.22
C 1.4967 -2.7065 2.3644  -0.26
H 3.6040 3.5998 -0.9219  0.04
H 2.2314 3.8451 0.1908  0.04
H 1.9501 3.6867 -1.5515  0.04
H 4.4120 1.1656 -2.0124  0.05
H 2.9431 1.1163 -3.0183  0.04
H 3.4211 -0.3136 -2.0779  0.01
H 4.6026 2.7064 0.9951  0.10
H 6.0995 1.9734 2.7905  0.12
H 5.9191 -0.3186 3.6962  0.12
H 4.2129 -1.8553 2.8284  0.10
H 3.8697 -3.4540 0.5927  0.05
H 3.6720 -2.6345 -0.9766  0.03
H 2.4953 -3.8625 -0.4594  0.04
H 2.3515 -3.1490 2.8791  0.03
H 0.8413 -3.5125 2.0273  0.04
H 0.9452 -2.0739 3.0608  0.00
Cl -3.3874 7.6099 -2.1212  0.80
C -3.5841 6.1587 -3.0316  -0.55
C -2.9420 6.0094 -4.2452  -0.06
C -3.0952 4.8330 -4.9638  -0.01
C -3.8876 3.8072 -4.4708  -0.06
C -4.5095 3.9320 -3.2431  -0.54
Cl -5.5192 2.6517 -2.6915  0.85
C -4.3713 5.1174 -2.4809  -0.28
N -4.9959 5.2887 -1.2859  0.16
C -5.2013 4.2824 -0.3423  -0.25
C -6.4729 4.1066 0.2059  0.00
C -6.7001 3.1194 1.1423  -0.04
C -5.6475 2.3189 1.5595  -0.02
C -4.3697 2.5234 1.0548  0.02
C -4.1140 3.4937 0.1006  -0.14
C -2.7285 3.8378 -0.3697  -0.02
C -1.6320 2.8643 0.1228  -0.71
O -1.1429 3.0734 1.2232  -0.12
O -1.3218 1.9511 -0.6870  -0.13
H -2.3188 6.8064 -4.6202  0.12
H -2.5990 4.7150 -5.9137  0.13
H -4.0328 2.9034 -5.0403  0.12
H -5.1538 6.2512 -1.0065  0.14
H -7.2847 4.7227 -0.1499  0.13
H -7.6931 2.9730 1.5406  0.12
H -5.8164 1.5426 2.2905  0.11
H -3.5552 1.9200 1.4268  0.11
H -2.4565 4.8181 0.0328  0.14
H -2.6699 3.8621 -1.4569  0.11

***

What is the strongest force on any atom in the fifth record?
0.065 Eh/bohr